(1)
Molecular formula: C39H48KN3O4S4
Method: DFT, ωB97M-V/def2-TZVPD

Calculated values
Energy above the lowest of the compared OMol25 structures with the same formula, charge and spin ... 62.0 kJ/mol
Total charge ... -2
Spin multiplicity ... 1
Lowest unoccupied orbital energy ... 0.147 Eh

```
99
Properties=species:S:1:pos:R:3:forces:R:3:lowdin_charge:R:1
K 0.3392 0.5243 0.5495 0.433 -0.435 0.306 0.665
C 2.7562 0.2190 4.3438 -0.007 0.025 -0.009 -0.052
C 2.5299 1.2961 3.3089 0.055 -0.013 0.034 -0.183
C 1.3946 2.1031 3.4549 -0.021 -0.001 -0.021 -0.198
C 0.4159 1.7972 4.5653 -0.007 -0.031 -0.034 -0.047
C 1.1617 3.1580 2.5674 -0.104 0.111 0.019 -0.186
C 0.0386 4.1428 2.8072 -0.004 -0.027 -0.011 -0.040
C 1.9841 3.3053 1.4467 0.021 0.089 -0.042 -0.192
C 1.7019 4.3518 0.3974 -0.021 -0.018 -0.005 -0.022
C 3.0894 2.4653 1.2667 -0.019 0.023 -0.042 -0.185
C 3.8946 2.6341 0.0008 0.004 -0.015 0.042 -0.047
C 3.4035 1.4998 2.2313 0.010 -0.024 0.014 -0.169
C 4.6654 0.6818 2.0751 0.001 0.005 0.007 -0.051
H 2.6491 0.6239 5.3537 0.002 -0.011 0.007 0.075
H 3.7348 -0.2443 4.2700 -0.005 0.001 0.005 0.053
H 2.0265 -0.5849 4.2270 -0.004 -0.011 -0.009 0.075
H 0.2974 0.7199 4.6798 0.004 -0.004 0.011 0.076
H -0.5694 2.1994 4.3473 -0.010 -0.008 -0.010 0.067
H 0.7470 2.1906 5.5334 0.000 0.020 0.001 0.082
H 0.3770 5.1611 2.6100 0.011 -0.002 -0.009 0.075
H -0.3019 4.1178 3.8401 0.003 -0.003 0.009 0.065
H -0.8223 3.9457 2.1643 -0.002 0.009 0.012 0.062
H 1.5842 3.8720 -0.5756 0.013 -0.006 -0.004 0.071
H 2.5319 5.0611 0.3126 -0.002 0.018 0.014 0.082
H 0.7922 4.9096 0.5979 -0.015 -0.016 -0.005 0.069
H 4.3543 3.6272 -0.0457 0.000 0.002 -0.012 0.082
H 3.2275 2.5285 -0.8592 -0.006 0.000 -0.004 0.066
H 4.6766 1.8878 -0.1010 0.004 -0.005 -0.006 0.042
H 5.0335 0.3122 3.0300 -0.013 -0.024 -0.027 0.060
H 5.4663 1.2751 1.6363 0.000 0.028 0.009 0.069
H 4.5017 -0.1752 1.4190 0.016 -0.021 -0.038 0.063
C 1.8003 -2.2224 -5.1656 -0.031 -0.002 -0.004 -0.559
C 0.5612 -2.1753 -4.2669 0.038 0.027 -0.050 -0.535
S 0.6587 -1.1081 -2.8219 0.017 0.017 0.040 0.925
C 1.6397 -2.1116 -1.6880 0.274 -0.062 -0.047 -0.521
C 3.1421 -2.1718 -1.9473 -0.046 0.060 -0.040 -0.529
S 4.0349 -0.6027 -1.7919 -0.024 -0.001 0.021 0.857
C 3.5489 0.3971 -3.2321 0.056 -0.145 -0.078 -0.535
C 3.8244 -0.2794 -4.5846 0.030 0.019 0.047 -0.538
S 2.4281 -0.6096 -5.7054 0.015 -0.010 0.023 0.837
H 1.5547 -2.7674 -6.0822 -0.009 0.003 0.004 0.055
H 2.6171 -2.7649 -4.6926 0.002 -0.004 0.000 0.048
H 0.2815 -3.1907 -3.9672 0.006 -0.012 0.003 0.074
H -0.2714 -1.7658 -4.8428 -0.011 -0.016 -0.006 0.065
H 1.2059 -3.1168 -1.6637 0.082 -0.030 0.009 0.078
H 1.5214 -1.7183 -0.6752 -0.297 0.051 -0.035 0.002
H 3.3953 -2.6476 -2.8953 -0.003 0.003 0.001 0.039
H 3.5928 -2.7813 -1.1580 -0.009 -0.011 -0.001 0.066
H 4.1975 1.2701 -3.1287 -0.025 0.010 0.001 0.066
H 2.5284 0.7539 -3.1289 -0.029 0.024 0.033 0.007
H 4.3725 -1.2139 -4.4509 0.003 -0.012 -0.020 0.052
H 4.4686 0.3658 -5.1851 -0.016 0.007 -0.016 0.053
C -4.7078 -2.5209 -1.7063 0.064 -0.034 0.019 -0.117
C -3.8083 -1.4860 -1.9114 -0.020 -0.048 -0.011 -0.081
C -2.5824 -1.4837 -1.2611 0.107 0.137 0.014 -0.039
C -2.2566 -2.5072 -0.3821 -0.082 -0.061 -0.066 -0.237
C -3.1590 -3.5491 -0.1726 0.041 -0.063 0.096 -0.047
C -4.3773 -3.5531 -0.8315 -0.031 0.033 -0.088 -0.111
N -0.9574 -2.4524 0.2285 -0.163 0.091 0.182 0.074
N -0.8743 -3.1334 1.2608 0.102 -0.043 -0.085 0.054
C 0.4218 -3.1841 1.8842 0.172 0.176 -0.007 -0.318
C 0.5572 -4.3313 2.6739 -0.104 0.014 -0.083 -0.090
C 1.7656 -4.6099 3.2871 0.068 0.024 0.023 -0.147
C 2.8090 -3.7052 3.1117 -0.026 0.015 -0.019 -0.139
C 2.6147 -2.5469 2.3613 -0.009 -0.068 0.026 -0.189
C 1.4136 -2.1917 1.7153 -0.180 -0.112 -0.030 -0.080
H -5.6651 -2.5239 -2.2150 -0.005 0.004 0.001 0.088
H -4.0609 -0.6576 -2.5619 -0.007 0.009 -0.003 0.109
H -1.8938 -0.6584 -1.3995 -0.041 -0.026 -0.007 0.063
H -2.8871 -4.3438 0.5101 -0.004 0.012 -0.011 0.092
H -5.0742 -4.3679 -0.6693 0.001 -0.005 0.012 0.087
H -0.2975 -4.9941 2.7705 0.027 -0.044 0.039 0.084
H 1.8960 -5.5027 3.8889 -0.019 -0.005 -0.002 0.076
H 3.7733 -3.8902 3.5794 -0.002 -0.029 0.008 0.079
H 3.4696 -1.8752 2.2986 -0.018 0.032 -0.019 0.050
C -7.8014 -0.4295 -0.4411 0.012 0.016 -0.003 -0.069
C -6.4888 0.2669 -0.1917 -0.029 -0.021 0.035 -0.303
C -5.5642 -0.2530 0.7046 -0.013 0.052 0.025 -0.059
C -4.3312 0.3572 0.8958 -0.058 0.028 -0.008 -0.059
C -4.0044 1.5023 0.1848 -0.005 -0.064 0.065 -0.255
C -4.9269 2.0430 -0.7015 -0.024 -0.020 -0.027 -0.060
C -6.1567 1.4294 -0.8848 0.041 0.037 -0.014 -0.062
S -2.3561 2.2068 0.3015 -0.363 0.202 -0.094 0.481
O -1.8621 1.6121 1.5467 0.053 0.028 0.079 -0.429
O -2.5498 3.6524 0.3552 -0.026 0.076 0.006 -0.353
N -1.6219 1.6688 -0.9181 0.390 -0.124 -0.082 -0.265
C -1.1309 2.4787 -2.0166 -0.130 0.009 -0.033 -0.204
C 0.3733 2.3149 -2.3674 0.009 0.024 0.091 -0.726
O 0.7058 2.8111 -3.4585 0.069 0.032 -0.085 -0.055
O 1.1376 1.7412 -1.5386 -0.139 0.155 -0.060 -0.207
H -8.0242 -1.1419 0.3541 -0.002 0.000 0.002 0.068
H -7.7756 -0.9853 -1.3826 -0.004 -0.005 -0.003 0.067
H -8.6273 0.2829 -0.5033 0.002 -0.003 -0.001 0.067
H -5.7970 -1.1632 1.2473 -0.008 -0.001 -0.005 0.108
H -3.6086 -0.0562 1.5857 0.026 0.006 0.004 0.110
H -4.6657 2.9429 -1.2447 -0.005 0.009 -0.015 0.111
H -6.8711 1.8557 -1.5832 0.002 0.002 0.003 0.102
H -1.2864 3.5505 -1.8447 -0.006 -0.007 0.057 0.102
H -1.6692 2.2353 -2.9394 -0.021 -0.008 -0.013 0.100
```
Forces are in eV/Å.


(2)
Molecular formula: C4H7NO
Method: DFT, ωB97M-V/def2-TZVPD

Calculated values
Energy above the lowest of the compared OMol25 structures with the same formula, charge and spin ... 195.4 kJ/mol
Spin multiplicity ... 1
Lowest unoccupied orbital energy ... 0.039 Eh

```
13
Properties=species:S:1:pos:R:3:forces:R:3:lowdin_charge:R:1
C -1.7380 -0.3739 0.4527 0.071 0.063 0.028 -0.054
C -0.3158 -0.4923 -0.0254 0.044 -0.020 0.072 -0.302
C 0.2282 0.2769 -1.1648 0.175 -0.155 -0.155 -0.093
N 0.5843 0.6502 0.1940 0.195 0.449 0.491 -0.047
C 1.9220 0.5429 0.6144 0.103 -0.439 -0.673 -0.295
O 2.7990 -0.0499 0.0297 -0.468 0.431 0.476 0.059
H -1.7812 -0.4697 1.5411 -0.070 -0.011 -0.110 0.077
H -2.3509 -1.1642 0.0039 0.107 0.126 0.089 0.080
H -2.1564 0.5961 0.1683 0.074 -0.132 0.072 0.081
H 0.1732 -1.4508 0.1550 -0.124 0.071 -0.197 0.145
H 0.9516 -0.2186 -1.8165 -0.059 0.306 0.297 0.115
H -0.3181 1.1282 -1.5412 -0.411 -0.396 -0.664 0.111
H 2.0707 1.1894 1.4877 0.362 -0.293 0.275 0.124
```
Forces are in eV/Å.


(3)
Molecular formula: C20H35N6O3Y
Method: DFT, ωB97M-V/def2-TZVPD

Calculated values
Energy above the lowest of the compared OMol25 structures with the same formula, charge and spin ... 0.0 kJ/mol
Total charge ... +2
Spin multiplicity ... 1
Lowest unoccupied orbital energy ... -0.230 Eh

```
65
Properties=species:S:1:pos:R:3:forces:R:3:lowdin_charge:R:1
Y 0.8388 0.9764 0.3958 0.070 -0.484 0.024 1.714
C 3.1972 3.1465 0.1899 0.038 0.000 0.117 0.011
C 3.0119 2.5794 1.5968 -0.016 0.194 0.036 -0.509
C 4.0885 3.0482 2.5555 -0.024 -0.098 -0.071 0.021
O 3.0505 1.1256 1.4048 -0.059 0.126 -0.027 -0.117
C 1.6014 2.9937 2.1278 0.107 0.062 0.100 -0.600
O 1.3590 4.1562 2.3069 0.011 -0.001 0.025 0.142
O 0.7435 1.9950 2.2324 -0.067 0.048 -0.055 -0.169
H 4.2209 2.9998 -0.1535 -0.035 -0.062 -0.013 0.111
H 2.9613 4.2092 0.1787 -0.061 -0.050 -0.031 0.118
H 2.5500 2.6421 -0.5617 0.034 0.170 0.011 0.060
H 5.0778 2.8136 2.1665 0.026 -0.014 -0.018 0.106
H 3.9666 2.5843 3.5356 -0.020 -0.012 0.016 0.111
H 3.9988 4.1239 2.6890 -0.003 0.024 -0.003 0.113
H 3.1959 0.7095 2.2665 0.023 -0.017 -0.020 0.132
C -0.9579 3.2867 -0.3496 0.150 -0.058 0.065 -0.059
N -2.1510 2.6642 -0.8628 -0.021 -0.238 0.094 -0.132
C -2.6627 3.2474 -2.1082 -0.054 0.003 -0.033 -0.001
C -2.3668 1.3437 -0.5743 0.051 0.103 -0.110 -0.341
N -1.3280 0.6245 -0.1410 -0.271 0.221 -0.005 -0.008
C -1.4686 -0.4777 0.7552 0.198 -0.073 -0.036 -0.268
C -2.4907 -0.5680 1.7103 -0.004 0.011 -0.013 -0.015
C -2.5375 -1.6192 2.5989 0.024 0.019 -0.049 -0.036
C -1.5402 -2.5948 2.5844 0.035 0.033 -0.046 -0.038
C -0.4882 -2.4845 1.7025 -0.029 0.032 0.033 -0.012
C -0.4294 -1.4349 0.7773 -0.130 0.071 0.061 -0.289
N 0.7254 -1.2451 -0.0427 0.211 -0.117 -0.189 -0.034
C 1.2427 -2.2951 -0.7091 -0.050 0.000 0.016 -0.363
N 0.4634 -3.2631 -1.2248 0.090 0.187 0.064 -0.127
C 0.8725 -4.6605 -1.2862 0.037 -0.097 0.008 -0.020
C -0.9093 -2.9985 -1.6139 -0.096 0.054 -0.038 -0.023
N 2.5714 -2.3710 -0.8997 -0.189 -0.017 0.007 -0.129
C 3.1618 -2.9813 -2.0871 0.029 -0.046 -0.074 -0.020
C 3.5137 -1.7263 -0.0059 0.083 0.039 0.110 -0.034
N -3.5955 0.8520 -0.7783 0.067 0.090 0.012 -0.124
C -3.8510 -0.5459 -1.0804 0.052 -0.132 0.027 -0.008
C -4.7997 1.6602 -0.6239 -0.126 0.049 0.026 -0.021
H -1.0158 4.3657 -0.4757 0.003 -0.014 -0.006 0.120
H -0.0490 2.9871 -0.9345 -0.031 0.048 0.057 0.081
H -0.8390 3.1005 0.7229 0.021 0.018 -0.108 0.088
H -2.6040 4.3302 -2.0329 -0.023 0.001 -0.003 0.105
H -3.6994 2.9821 -2.2812 0.065 -0.013 -0.022 0.074
H -2.0648 2.9163 -2.9618 0.005 0.025 -0.004 0.108
H -3.2480 0.2040 1.7466 -0.021 0.004 0.004 0.127
H -3.3397 -1.6736 3.3196 -0.038 -0.010 0.039 0.122
H -1.5687 -3.4166 3.2846 -0.025 -0.025 0.036 0.121
H 0.3155 -3.2099 1.7230 0.034 -0.016 -0.013 0.127
H 1.7871 -4.8097 -0.7196 -0.001 -0.017 -0.008 0.097
H 1.0204 -4.9937 -2.3139 0.002 -0.015 0.011 0.103
H 0.0842 -5.2639 -0.8337 0.022 -0.018 -0.010 0.106
H -1.0288 -1.9343 -1.8079 -0.016 -0.020 -0.004 0.081
H -1.6194 -3.3149 -0.8463 -0.008 -0.005 -0.002 0.104
H -1.1185 -3.5440 -2.5340 -0.004 -0.004 0.005 0.110
H 2.4011 -3.1363 -2.8461 0.000 -0.005 -0.010 0.098
H 3.6461 -3.9315 -1.8597 -0.007 0.007 0.013 0.104
H 3.9153 -2.3013 -2.4857 -0.014 -0.001 0.002 0.104
H 3.0597 -1.5884 0.9729 0.024 0.012 -0.024 0.082
H 3.8602 -0.7647 -0.3953 -0.014 -0.015 0.018 0.090
H 4.3839 -2.3732 0.1081 -0.005 0.019 0.000 0.109
H -2.9270 -1.0538 -1.3396 -0.026 0.028 -0.001 0.071
H -4.5309 -0.5930 -1.9312 0.003 -0.005 0.001 0.111
H -4.3129 -1.0565 -0.2339 0.001 -0.014 0.009 0.103
H -4.5564 2.6282 -0.1961 -0.009 0.001 -0.012 0.104
H -5.4737 1.1374 0.0569 -0.003 0.012 -0.016 0.107
H -5.3140 1.7917 -1.5773 -0.012 0.002 0.027 0.102
```
Forces are in eV/Å.


(4)
Molecular formula: C4H6N2O2
Method: DFT, ωB97M-V/def2-TZVPD

Calculated values
Energy above the lowest of the compared OMol25 structures with the same formula, charge and spin ... 255.9 kJ/mol
Spin multiplicity ... 1
Lowest unoccupied orbital energy ... 0.027 Eh

```
14
Properties=species:S:1:pos:R:3:forces:R:3:lowdin_charge:R:1
C -2.2539 0.1423 -0.0285 -0.030 -0.117 -0.669 -0.004
C -0.7720 0.2882 -0.1777 -0.335 0.304 0.453 -0.429
C 2.0804 0.8386 -0.1835 -0.513 -0.015 -0.004 -0.204
C 0.9674 -1.2004 0.2120 -0.198 -0.327 0.881 -0.191
H -2.6846 -0.1772 -0.9943 0.160 0.116 0.332 0.092
H -2.5131 -0.6374 0.6973 0.111 0.264 -0.011 0.087
H -2.6574 1.1178 0.2293 -0.126 -0.168 0.150 0.081
H 3.0675 1.2213 -0.3570 0.320 0.247 -0.022 0.122
H 0.7323 -1.0478 1.2819 0.090 -0.021 -0.382 0.156
H 1.1289 -2.2531 0.0063 0.328 0.010 0.050 0.141
N -0.2225 1.3996 0.0898 -0.112 -0.042 0.042 0.081
N 1.1255 1.6734 -0.1179 0.415 -0.248 -0.085 0.050
O 2.1470 -0.5112 -0.1008 -0.191 -0.021 -0.232 -0.001
O -0.1456 -0.8542 -0.5569 0.081 0.019 -0.502 0.018
```
Forces are in eV/Å.


(5)
Molecular formula: C14H10Cl2N2O3
Method: DFT, ωB97M-V/def2-TZVPD

Calculated values
Energy above the lowest of the compared OMol25 structures with the same formula, charge and spin ... 10.9 kJ/mol
Spin multiplicity ... 1
Lowest unoccupied orbital energy ... -0.006 Eh

```
31
Properties=species:S:1:pos:R:3:forces:R:3:lowdin_charge:R:1
O -0.8009 -2.3804 1.2048 0.036 -0.088 0.270 0.058
C -0.2816 -1.9149 0.2227 0.663 -0.113 -0.128 -0.466
N -0.7698 -0.8810 -0.5133 -0.123 0.393 -0.454 0.123
C -1.9376 -0.1661 -0.2140 -0.337 -0.023 0.241 -0.238
C -1.8773 1.2243 -0.1757 -0.141 -0.033 0.034 -0.035
C -3.0083 1.9626 0.1206 -0.011 -0.358 -0.060 -0.675
C -4.2157 1.3347 0.3890 0.104 0.056 -0.023 -0.105
C -4.2858 -0.0436 0.3263 0.137 -0.017 -0.014 -0.094
C -3.1636 -0.7969 0.0111 0.114 0.185 0.012 -0.580
Cl -3.3241 -2.5007 -0.1614 -0.243 -0.129 -0.146 0.759
H -5.2218 -0.5474 0.5067 -0.078 -0.065 0.014 0.107
H -5.0898 1.9175 0.6299 -0.072 0.069 0.015 0.106
Cl -2.9088 3.6839 0.1613 0.016 0.269 0.014 0.680
H -0.9387 1.7184 -0.3755 0.094 0.062 0.030 0.117
H -0.1166 -0.4326 -1.1564 -0.129 -0.279 0.167 0.114
C 1.0456 -2.4580 -0.3470 -0.449 -0.274 -0.181 -0.040
H 1.2318 -3.4417 0.0865 -0.097 0.205 -0.071 0.141
H 0.9809 -2.5183 -1.4393 0.081 -0.022 0.152 0.138
O 2.1682 -1.6663 0.0307 0.203 0.055 0.267 0.047
C 2.4091 -0.5459 -0.6280 -0.302 0.021 -0.318 -0.417
O 1.6941 -0.0966 -1.5033 0.248 -0.035 0.059 0.088
C 3.6641 0.1213 -0.1869 0.398 0.448 -0.010 -0.186
N 4.4170 -0.5105 0.7062 -0.365 -0.308 -0.044 0.134
C 5.5303 0.0700 1.1012 0.329 0.214 0.081 -0.125
C 5.9569 1.3077 0.6307 -0.133 -0.004 -0.090 -0.047
C 5.1716 1.9647 -0.3026 0.030 -0.105 0.088 -0.053
C 3.9976 1.3626 -0.7247 -0.137 -0.251 0.056 0.009
H 3.3450 1.8221 -1.4501 -0.043 0.029 -0.048 0.118
H 5.4667 2.9269 -0.6949 0.012 0.051 -0.020 0.109
H 6.8789 1.7404 0.9864 0.077 0.017 0.045 0.104
H 6.1102 -0.4825 1.8283 0.118 0.031 0.063 0.109
```
Forces are in eV/Å.